C6H14N5O | wB97M-V/def2-TZVPD

```
! wB97M-V def2-TZVPD RIJCOSX def2/J DEFGRID3
* xyz 1 1
H -0.53064 2.65722 -2.39658
N -1.07515 0.06166 -0.51206
H 2.57662 0.86466 0.47024
H -1.10785 -3.32397 -1.12715
H 1.64181 3.06840 0.81539
N 0.85478 1.24464 -0.66992
C -0.54316 -1.08493 0.14634
H 0.13581 2.33322 1.68145
H -1.00012 -2.62425 1.06421
H 0.80861 -1.44468 2.97490
H 1.69199 2.15273 2.52602
H 1.50046 1.95690 -1.11429
O 0.27991 -1.84559 -0.59470
N -0.95560 1.85722 -1.94618
H 0.38258 -3.26025 -2.21384
H -1.92582 -1.49136 1.77632
H -1.96408 1.62553 -1.92135
C 1.39393 0.97412 0.62548
C 0.82325 -0.17096 1.40481
C -0.34718 -2.59030 -1.67820
N 1.07918 -0.59329 2.48891
H -2.16207 0.05134 -0.68901
C 1.21714 2.22256 1.48178
H -0.84327 -1.97158 -2.38565
C -0.37278 1.11024 -1.04186
N -1.55837 -1.77927 0.83494
*
```

The LUMO energy is -3.0 eV. The total energy comes out at -585.712890 a.u. As for the HOMO energy: -11.237 eV. For the HOMO-LUMO gap, the calculation gives 0.304 hartree. As for the energy above the lowest of the compared OMol25 structures with the same formula, charge and spin: 3.134 eV.